1.
60
Properties=species:S:1:pos:R:3:forces:R:3 method="wB97M-V/def2-TZVPD" de_lowest_kj_mol=128.4 homo_ev=-6.9898 orbital_gap_ev=5.11 largest_force_ev_per_a=3.54 total_charge=0
N -0.490177 -0.382860 -2.039809 -0.13 0.16 0.17
C -2.059613 -1.777740 -4.954744 0.00 -0.03 0.06
H -4.314701 -1.280932 1.146181 -0.02 0.08 -0.11
O -1.944822 -0.271229 0.482443 0.18 0.13 0.17
H 2.500524 -1.698666 -0.438848 0.07 -0.01 -0.03
C 4.179597 -0.465062 -1.052052 -0.04 -0.06 0.03
H -1.876265 2.645504 -0.141449 0.04 0.12 -0.04
H 2.508574 2.989981 1.528386 0.00 0.03 0.06
N 0.059680 2.118150 -0.558106 0.16 -0.17 0.12
H -2.086511 -1.854887 -6.041339 -0.01 0.00 0.01
C 3.936405 3.204744 -1.597083 0.23 -0.52 0.05
H 4.946516 3.479938 -1.866902 -0.02 -0.03 0.00
H 0.581781 2.126460 5.120618 -0.01 -0.04 -0.02
C -4.202469 -0.296036 1.597148 -0.18 -0.12 0.07
C -0.967871 -0.781824 -4.570379 -0.04 -0.04 0.23
H -0.003440 -1.096346 -4.972211 0.04 0.00 0.01
Ir -0.007622 0.026394 -0.134270 0.09 0.08 -0.44
O 4.634681 5.675768 -2.160634 0.08 0.10 0.01
S 0.206114 -2.232394 0.433935 0.69 -0.46 -1.77
N 1.937915 0.252383 -0.644215 0.23 0.15 -0.21
C 2.804109 0.465707 3.386978 0.24 -0.15 0.03
H -0.824157 1.964326 4.051247 0.02 -0.03 0.01
H 2.146717 3.587273 3.146776 0.00 0.00 -0.03
C 1.610751 3.876816 -1.192098 0.15 0.10 -0.07
H 4.871114 -1.294625 -1.081663 -0.01 0.01 0.01
C 1.305401 2.542220 -0.909357 -0.07 -0.25 0.05
H -5.160332 0.220758 1.611239 0.01 -0.02 0.05
C -0.909011 3.005389 -0.457093 -0.02 0.06 -0.18
H 0.725193 5.851561 -1.263500 -0.01 -0.02 -0.01
C 1.732670 3.029331 2.301731 0.02 0.16 -0.15
Sb -1.915144 -3.395390 0.116514 -3.39 0.05 -1.05
S -3.125499 0.672148 0.602040 -0.08 -0.23 0.37
H -1.182739 0.205966 -4.980148 0.00 0.04 0.02
C 4.572022 0.809893 -1.352990 0.12 -0.12 0.01
C 2.316774 1.524223 -0.953357 -0.38 -0.21 0.10
N 3.462706 5.539558 -1.903172 -0.35 -0.62 0.12
H -0.100329 0.526024 4.780372 -0.03 0.04 0.02
O 0.462162 0.452856 1.739518 0.03 -0.14 0.23
C 3.621036 1.836447 -1.298326 0.23 0.52 -0.14
O -3.754918 0.912888 -0.667048 0.15 0.28 -0.14
Si 1.224110 1.310789 2.869825 -0.11 -0.01 -0.27
H 3.336798 1.048099 4.145246 -0.01 -0.04 -0.02
C 0.552459 4.807083 -1.076125 0.12 0.06 -0.01
C 2.991340 4.150632 -1.547711 -0.26 0.68 -0.04
H -3.031328 -1.448957 -4.595239 0.00 -0.04 0.05
H 2.598597 -0.524827 3.801574 0.03 0.02 -0.02
S -0.288022 -3.786845 -1.545515 2.19 1.16 1.45
H -3.784856 -0.364330 2.599195 0.02 0.03 -0.03
S -3.282528 -2.439411 -1.558141 0.36 -0.60 1.37
H 5.594018 1.034839 -1.631522 -0.02 0.00 0.02
O 2.634027 6.422164 -1.924359 0.12 0.17 -0.05
H 3.478861 0.338412 2.532516 -0.01 -0.01 0.04
O -2.772401 1.852286 1.373920 -0.11 -0.11 -0.03
H 0.886068 3.604176 1.911476 0.03 -0.02 0.03
C 0.122727 1.504277 4.346681 -0.20 0.02 0.19
C -0.766434 -0.600714 -3.124282 0.03 -0.01 -0.44
C 2.848359 -0.707405 -0.693808 -0.04 0.02 0.04
H -1.507577 5.056061 -0.602972 -0.01 -0.02 0.00
C -0.683849 4.365167 -0.710437 -0.10 -0.12 0.04
H -1.855241 -2.758130 -4.530219 -0.05 0.02 0.03


2.
35
Properties=species:S:1:pos:R:3:forces:R:3 method="wB97M-V/def2-TZVPD" de_lowest_kj_mol=196.2 homo_ev=-7.3075 orbital_gap_ev=7.68 largest_force_ev_per_a=4.08 total_charge=0
Cd -0.137664 0.468635 -0.044734 -2.54 2.25 -1.23
H 2.365691 -0.222715 0.855981 0.34 -0.17 -0.10
O 0.121126 0.162146 1.968352 1.99 -1.06 3.40
O 1.163412 1.997476 -0.148282 1.97 1.41 -0.21
H 0.279361 -1.788100 2.495478 0.12 -0.61 -0.37
C 1.868534 -1.174765 1.041832 -1.22 0.06 1.32
H 1.443390 3.874118 0.659204 -0.31 0.23 0.36
N 0.895347 -1.426990 -0.030028 1.58 -0.83 -0.37
O -2.197175 0.684932 0.242069 -1.27 0.27 0.75
H -4.061057 0.278322 -0.636167 -0.51 0.91 0.27
C 2.019123 2.987314 0.394241 -1.60 -0.55 -0.43
H -3.826468 -0.646124 0.849220 -0.03 0.74 1.13
H -0.434915 -1.932947 -2.251775 -0.37 -0.32 0.40
H 2.200821 -0.571528 -1.577387 -0.21 0.49 0.78
H -3.045513 -0.985009 -0.539039 0.46 -0.87 -0.52
C -3.310787 -0.109153 0.053084 1.02 -0.97 -1.69
H 2.727588 3.399656 -0.324192 0.46 -0.44 -0.27
C 1.452201 -1.340724 -1.387656 -0.29 0.03 -1.17
H -0.251161 0.659908 4.011878 1.06 -0.10 -0.07
O -0.418700 0.083316 -2.212053 1.08 0.24 -0.76
H -1.863171 1.280139 -2.885997 0.43 0.27 -0.35
H -0.895349 1.692686 2.794408 -0.70 -0.40 -0.25
H 2.530596 2.667160 1.301988 0.35 -0.15 0.16
H -2.294325 -0.325636 -2.954885 0.13 -0.67 -0.19
H 0.513707 -1.265145 -3.444676 0.77 0.41 -0.12
H 0.679651 -2.407628 0.079165 -0.85 0.03 0.02
H -1.131858 0.256293 -4.198390 0.34 0.02 0.12
C -0.689121 0.645105 3.013843 -0.24 -0.09 0.81
H 1.473342 -0.815709 3.242854 0.50 0.34 -0.22
H -1.515339 -0.047363 3.174954 -0.67 0.52 -0.54
C 0.264574 -1.109353 -2.395030 0.43 -2.41 -0.21
H 2.518516 -2.036785 1.191950 0.43 0.23 -0.03
C 0.975130 -0.975462 2.286626 -0.90 0.83 0.10
H 2.014851 -2.270273 -1.474023 -0.23 -0.22 -1.24
C -1.434360 0.314203 -3.152814 -1.50 0.59 0.71